{
  "formula": "C43H59GeN7SeTi",
  "method": "ωB97M-V/def2-TZVPD",
  "homo_ev": [-15.87, -15.91],
  "spin_multiplicity": 2,
  "s_squared": 0.76,
  "charge": 3,
  "lumo_energy_ev": [-8.7, -8.7],
  "relative_energy_kj_mol": 0.0,
  "elements": ["Se", "Ge", "Ti", "N", "N", "N", "N", "N", "N", "N", "C", "C", "C", "C", "C", "C", "C", "C", "C", "C", "C", "C", "C", "C", "C", "C", "C", "C", "C", "C", "C", "C", "C", "C", "C", "C", "C", "C", "C", "C", "C", "C", "C", "C", "C", "C", "C", "C", "C", "C", "C", "C", "C", "H", "H", "H", "H", "H", "H", "H", "H", "H", "H", "H", "H", "H", "H", "H", "H", "H", "H", "H", "H", "H", "H", "H", "H", "H", "H", "H", "H", "H", "H", "H", "H", "H", "H", "H", "H", "H", "H", "H", "H", "H", "H", "H", "H", "H", "H", "H", "H", "H", "H", "H", "H", "H", "H", "H", "H", "H", "H", "H"],
  "positions_angstrom": [[0.3002, 0.5773, 2.4179], [3.5552, -1.3578, -0.9296], [0.8441, -0.0783, 0.0695], [1.0051, 1.6226, -1.1392], [1.7060, -2.0273, 0.1574], [-2.4615, 1.2618, 2.4495], [-2.2035, -0.9091, 2.4737], [1.1762, -3.0773, -0.5770], [-0.4269, -0.8086, -1.0776], [-0.1731, 1.9695, -1.7277], [5.5660, 1.4424, -1.0723], [-6.0728, 0.4500, 2.6785], [-1.4176, 1.4197, -1.3042], [4.2844, -1.2543, -3.6144], [3.0767, -0.8616, -2.7416], [-1.7878, -0.8540, 5.6547], [-0.2879, -1.8059, -2.0541], [-2.5068, 2.2784, -1.1842], [1.9639, -3.9707, 1.2910], [-0.7378, -2.6980, -4.2533], [-4.9372, 2.7276, -0.7418], [0.0254, 2.9269, -2.6466], [4.1518, -0.7126, -5.0393], [-1.8905, 4.7105, 4.0169], [-1.6028, -2.2422, 2.5932], [-3.0749, 5.5131, 3.4911], [2.1666, -2.6192, 1.3180], [-2.0997, 3.2004, 3.9436], [0.1123, -3.7879, -4.0436], [-0.9852, -2.0220, 5.0863], [0.3451, -4.8118, -5.1195], [-1.6991, -2.8251, 3.9967], [0.5381, -2.8978, -1.8399], [6.9800, 1.8062, -1.5056], [-1.5693, 0.2710, 2.4035], [-2.8281, -0.4344, -0.7491], [1.3367, -4.2219, 0.0788], [5.5513, 0.4039, 0.0433], [0.7494, -3.8697, -2.8170], [-3.5745, -0.6662, 2.5558], [-4.6627, -1.5335, 2.6087], [4.1268, -0.0742, 0.4221], [-3.9118, 0.4168, -0.6731], [-4.9924, 1.3065, 2.6208], [4.2344, 0.8063, -5.1197], [-5.9109, -0.9459, 2.6677], [1.9376, 2.3913, -1.7226], [-2.1932, 2.7056, 2.5088], [-0.9307, -1.7243, -3.2926], [-3.7688, 1.7910, -0.8728], [1.3722, 3.2268, -2.6711], [-3.7371, 0.7096, 2.5517], [-1.5600, 0.0513, -1.0668], [-1.2715, -0.4128, 6.5065], [0.6905, -5.7582, -4.7077], [-2.1072, -2.8815, 1.8643], [-0.5615, -2.1429, 2.2881], [-7.0715, 0.8595, 2.7449], [6.1739, -0.4562, -0.2302], [-3.9959, 5.2384, 4.0104], [2.2176, -4.6874, 2.0537], [7.5098, 0.9357, -1.8961], [1.4342, -4.6859, -2.6157], [-0.0153, -1.6729, 4.7128], [6.0144, 0.8218, 0.9390], [-1.2718, -3.8295, 3.9306], [-3.0037, 3.1842, 1.9609], [-4.5475, -2.6086, 2.6156], [-2.9222, 6.5801, 3.6453], [1.8691, 3.9528, -3.2908], [4.1341, -0.5768, 1.3887], [-2.7652, -1.1893, 6.0066], [-1.2551, -2.6074, -5.2009], [2.1830, -1.3964, -3.0622], [2.8711, 0.2066, -2.7813], [-6.7897, -1.5739, 2.7202], [2.5789, -2.0078, 2.1040], [3.4604, 0.7963, 0.4930], [-1.2767, 2.6769, 4.4394], [2.9715, 2.3072, -1.4258], [3.2098, -1.0711, -5.4659], [-5.8525, 2.1911, -0.5012], [-2.7480, -2.9691, 4.2663], [4.3737, -2.3434, -3.6324], [-0.7965, 3.3248, -3.2193], [-0.9783, 4.9783, 3.4740], [-1.5952, -0.8937, -3.4912], [5.0442, 2.3387, -0.7197], [4.9468, -1.1512, -5.6438], [-2.9517, -1.4970, -0.5773], [5.0013, 1.0787, -1.9431], [7.5578, 2.1962, -0.6673], [-1.9601, -0.0500, 4.9348], [-4.8870, 0.0128, -0.4281], [-3.0152, 2.9272, 4.4778], [-5.1203, 2.3807, 2.6435], [-4.7610, 3.4697, 0.0409], [4.1545, -2.7619, -0.8383], [5.1705, 1.1706, -4.6894], [4.2030, 1.1419, -6.1549], [-1.7059, 4.9791, 5.0574], [-0.5691, -4.9972, -5.6810], [5.2212, -0.8723, -3.1867], [-3.2392, 5.3736, 2.4189], [-1.2704, 2.8949, 1.9607], [-5.1025, 3.2754, -1.6701], [1.0968, -4.4603, -5.8288], [3.4064, 1.3001, -4.6026], [-0.7537, -2.7045, 5.9051], [-2.3621, 3.3428, -1.3297], [6.9707, 2.5684, -2.2833], [0.9577, -5.1401, -0.3417]],
  "atomic_forces_ev_per_a": [[0.0, 0.0, 0.0], [0.0, -0.1, 0.1], [-0.2, 0.6, 0.5], [0.0, 0.2, -0.3], [0.5, -1.0, -0.2], [-0.1, 0.1, -0.1], [0.0, 0.0, -0.1], [0.1, 0.0, 0.3], [-0.4, -0.1, 0.0], [0.2, 0.1, 0.0], [0.0, 0.0, 0.0], [0.0, 0.0, 0.0], [-0.3, 0.1, 0.0], [0.1, 0.0, 0.0], [-0.1, 0.0, 0.2], [0.0, 0.0, 0.0], [-0.3, 0.4, -0.2], [0.1, 0.0, 0.0], [0.1, 0.0, 0.3], [-0.1, 0.1, 0.0], [0.0, 0.0, 0.0], [-0.1, 0.0, 0.0], [0.0, 0.0, 0.0], [0.0, 0.0, 0.0], [-0.1, 0.1, -0.1], [-0.1, 0.0, 0.0], [-0.1, 0.2, -0.1], [0.0, 0.0, 0.1], [0.1, -0.1, 0.0], [0.0, 0.0, 0.0], [0.0, 0.0, 0.0], [0.0, -0.1, 0.0], [0.2, -0.3, -0.2], [0.0, 0.0, 0.0], [0.0, -0.1, 0.1], [0.0, 0.0, 0.0], [-0.3, 0.0, -0.3], [0.0, 0.0, 0.1], [0.0, 0.0, 0.1], [0.1, -0.1, 0.0], [0.0, 0.0, 0.0], [0.2, -0.1, -0.2], [0.0, -0.1, 0.0], [0.0, 0.0, 0.0], [0.0, 0.0, 0.0], [0.0, 0.0, 0.0], [0.1, -0.1, 0.2], [0.0, -0.1, -0.1], [0.0, -0.1, 0.0], [0.0, 0.1, 0.0], [0.0, 0.0, 0.0], [0.1, 0.1, 0.0], [-0.1, -0.2, 0.0], [0.0, 0.0, 0.0], [0.0, 0.0, 0.0], [0.0, 0.0, 0.0], [0.0, 0.0, 0.0], [0.0, 0.0, 0.0], [0.0, 0.0, 0.0], [0.0, 0.0, 0.0], [0.0, 0.0, 0.0], [0.0, 0.0, 0.0], [0.0, 0.0, 0.0], [0.0, 0.0, 0.0], [0.0, 0.0, 0.0], [0.0, 0.0, 0.0], [0.0, 0.0, 0.0], [0.0, 0.0, 0.0], [0.0, 0.0, 0.0], [0.0, 0.0, 0.0], [0.0, 0.0, 0.0], [0.0, 0.0, 0.0], [0.0, 0.0, 0.0], [0.0, 0.0, -0.1], [0.0, 0.0, 0.0], [0.0, 0.0, 0.0], [0.1, 0.0, 0.0], [0.0, 0.0, 0.0], [0.0, 0.0, 0.0], [0.0, 0.0, 0.0], [0.0, 0.0, 0.0], [0.0, 0.0, 0.0], [0.0, 0.0, 0.0], [0.0, 0.0, 0.0], [0.0, 0.0, 0.0], [0.0, 0.0, 0.0], [0.0, 0.0, 0.0], [0.0, 0.0, 0.0], [0.0, 0.0, 0.0], [0.0, 0.0, 0.0], [0.0, 0.0, 0.0], [0.0, 0.0, 0.0], [0.0, 0.0, 0.0], [0.0, 0.0, 0.0], [0.0, 0.0, 0.0], [0.0, 0.0, 0.0], [0.0, 0.0, 0.0], [0.1, 0.1, 0.1], [0.0, 0.0, 0.0], [0.0, 0.0, 0.0], [0.0, 0.0, 0.0], [0.0, 0.0, 0.0], [0.0, 0.0, 0.0], [0.0, 0.0, 0.0], [0.0, 0.0, 0.0], [0.0, 0.0, 0.0], [0.0, 0.0, 0.0], [0.0, 0.0, 0.0], [0.0, 0.0, 0.0], [0.0, 0.0, 0.0], [0.0, 0.0, 0.0], [0.0, 0.0, 0.0]]
}